{"formula": "C19H37N5O2PZr", "method": "ωB97M-V/def2-TZVPD", "elements": ["Zr", "C", "C", "N", "C", "C", "N", "C", "C", "N", "H", "H", "H", "H", "H", "H", "H", "H", "H", "H", "H", "H", "H", "H", "H", "N", "C", "C", "O", "O", "H", "H", "H", "H", "C", "C", "C", "C", "C", "C", "C", "C", "N", "H", "H", "H", "H", "H", "H", "H", "H", "H", "C", "P", "C", "C", "H", "H", "H", "H", "H", "H", "H", "H", "H"], "xyz": [[0.48535, -0.03725, 0.60658], [-1.38893, -2.23943, 2.38651], [-0.81204, -1.25304, 3.39917], [0.52572, -0.78632, 3.02568], [1.65113, -1.70073, 3.23375], [1.72340, -2.78106, 2.15859], [1.52215, -2.23160, 0.79524], [0.76172, -3.13996, -0.08773], [-0.76434, -2.99798, 0.10953], [-1.13099, -1.84936, 0.97427], [-2.46192, -2.33554, 2.56444], [-0.97100, -3.23006, 2.54898], [-0.82923, -1.72118, 4.39015], [-1.44840, -0.36827, 3.44652], [0.71414, 0.08965, 3.49991], [1.62265, -2.18150, 4.21830], [2.56005, -1.09599, 3.19739], [0.96666, -3.54265, 2.33151], [2.68512, -3.29318, 2.23108], [2.42937, -2.09751, 0.36336], [1.06929, -4.17664, 0.07023], [1.01102, -2.86503, -1.10996], [-1.19094, -3.91820, 0.51322], [-1.21140, -2.83294, -0.86660], [-1.98815, -1.46239, 0.59603], [2.89344, 0.53702, 0.41237], [3.23661, 1.74495, 1.19205], [1.96288, 2.52359, 1.53064], [1.97230, 3.71667, 1.67922], [0.91756, 1.73937, 1.66604], [3.65932, -0.12681, 0.44924], [2.79088, 0.78353, -0.57019], [3.94327, 2.39568, 0.68065], [3.68269, 1.43614, 2.13931], [1.51182, 2.64668, -1.92463], [0.81016, 1.77722, -2.93228], [0.67370, 2.23074, -4.23824], [0.03116, 1.47332, -5.20254], [-0.49401, 0.24091, -4.84704], [-0.38164, -0.24154, -3.55128], [-1.00680, -1.55988, -3.19546], [0.28177, 0.51954, -2.56740], [0.36831, 0.07086, -1.25795], [1.58715, 3.66936, -2.29276], [2.53827, 2.31764, -1.73414], [0.98324, 2.67185, -0.97063], [1.08044, 3.20076, -4.49952], [-0.06284, 1.83967, -6.21560], [-1.00846, -0.35985, -5.58783], [-1.47004, -2.01417, -4.07008], [-1.78297, -1.42366, -2.43633], [-0.26941, -2.26211, -2.80150], [-1.68129, 3.17957, 0.90540], [-1.93538, 1.40801, 0.59083], [-2.69308, 1.35975, -1.06324], [-3.35811, 1.03405, 1.68476], [-2.61122, 3.73376, 0.77358], [-0.92585, 3.57243, 0.22636], [-1.30143, 3.31498, 1.91690], [-3.58893, 1.97977, -1.11173], [-2.95244, 0.33204, -1.32454], [-1.96430, 1.70669, -1.79631], [-4.20402, 1.68061, 1.44850], [-3.07905, 1.20147, 2.72587], [-3.68408, -0.00247, 1.57333]], "lowdin_charge": [1.457, -0.170, -0.176, -0.146, -0.174, -0.165, -0.147, -0.174, -0.163, -0.136, 0.130, 0.105, 0.131, 0.106, 0.116, 0.131, 0.121, 0.108, 0.134, 0.109, 0.126, 0.103, 0.123, 0.090, 0.085, -0.043, -0.133, -0.641, 0.103, -0.290, 0.096, 0.057, 0.128, 0.126, -0.038, -0.223, -0.054, -0.078, -0.054, -0.232, -0.053, -0.329, -0.217, 0.090, 0.076, 0.048, 0.112, 0.104, 0.110, 0.082, 0.056, 0.059, -0.249, 0.773, -0.250, -0.267, 0.057, 0.044, 0.049, 0.056, 0.036, 0.041, 0.053, 0.040, 0.033], "total_charge": 1, "e_homo_ha": -0.362, "relative_energy_kcal_mol": 7.7, "e_lumo_ev": -2.53}

{"formula": "C19H38BBeCsF5N5NaO11Si", "method": "ωB97M-V/def2-TZVPD", "elements": ["C", "C", "O", "O", "C", "C", "C", "C", "C", "C", "N", "N", "C", "Si", "C", "C", "C", "N", "N", "H", "H", "H", "H", "H", "H", "H", "H", "H", "H", "H", "H", "H", "H", "H", "H", "H", "H", "H", "H", "H", "H", "C", "C", "C", "O", "C", "O", "O", "H", "H", "H", "H", "H", "H", "B", "F", "F", "F", "F", "C", "N", "O", "O", "H", "H", "H", "Be", "O", "H", "F", "Cs", "Na", "O", "H", "H", "O", "C", "C", "O", "H", "H", "H", "H"], "xyz": [[1.19585, -6.30995, -1.23104], [2.02421, -5.13586, -1.78464], [3.01763, -4.84116, -1.20706], [1.70501, -4.45151, -2.92578], [0.38259, -3.87009, -2.88159], [0.38723, -2.32615, -2.86162], [1.12627, -1.69699, -1.62805], [0.13397, -1.04610, -0.59194], [-0.22758, -2.03103, 0.56768], [-1.42032, -2.92192, 0.15933], [-1.23175, -4.24027, 0.30193], [-2.24115, -5.00018, -0.09504], [-3.29700, -4.33768, -0.57798], [-4.73783, -5.43893, -1.22147], [-3.88206, -6.69190, -2.39606], [-5.51070, -6.46468, 0.17601], [-5.97496, -4.48446, -2.28261], [-3.49649, -3.01142, -0.67979], [-2.49568, -2.25416, -0.28622], [0.15782, -6.35634, -1.60209], [1.21365, -6.21773, -0.13092], [1.68862, -7.26542, -1.49928], [-0.25820, -4.30114, -2.08609], [-0.11658, -4.16260, -3.83459], [-0.66811, -1.98026, -2.81604], [0.81961, -1.89564, -3.78102], [1.71966, -0.84720, -2.01897], [1.81088, -2.39080, -1.10546], [0.63889, -0.15180, -0.17845], [-0.76052, -0.67367, -1.12789], [0.67113, -2.65320, 0.74582], [-0.48887, -1.48599, 1.49483], [-3.24013, -6.09177, -3.07675], [-3.19071, -7.30563, -1.78951], [-4.64802, -7.27272, -2.93642], [-4.81732, -7.28073, 0.47760], [-6.47083, -6.98249, -0.11646], [-5.76340, -5.86798, 1.08012], [-6.44759, -5.21900, -2.97003], [-5.41244, -3.76452, -2.91115], [-6.72886, -3.96152, -1.66919], [4.37535, 0.10157, 1.83612], [4.35869, 0.97655, 0.60602], [3.97842, 2.40220, 0.87121], [3.45852, 2.81439, -0.39592], [2.96439, 1.69416, -0.99532], [2.30061, 1.70196, -1.97983], [3.32770, 0.57693, -0.30990], [5.24701, 0.32026, 2.45426], [3.47750, 0.25278, 2.43718], [4.39614, -0.95279, 1.55464], [5.31916, 0.89853, 0.07893], [4.83213, 3.02145, 1.15497], [3.19557, 2.51374, 1.61875], [-3.36120, 0.41422, -2.58955], [-3.30610, 0.68312, -1.20199], [-4.43332, -0.46948, -2.86054], [-3.55507, 1.62524, -3.29851], [-2.13960, -0.18608, -3.00405], [1.63795, 6.12132, -0.12241], [1.94606, 5.84773, 1.31636], [2.00113, 6.80006, 2.07962], [2.12160, 4.69143, 1.61737], [1.49816, 7.18855, -0.26038], [2.48522, 5.75992, -0.70675], [0.72864, 5.58264, -0.37423], [-8.22996, -6.52898, 0.13526], [-0.28017, 8.01837, 0.73112], [0.11429, 8.04340, 1.60001], [3.77916, 3.83373, 2.85315], [5.51417, 4.74707, 1.27490], [-2.05718, 6.75114, -0.04086], [-5.91442, 6.60733, -0.83130], [-6.82358, 6.55080, -0.51845], [-5.96244, 7.20802, -1.58296], [5.39840, 7.22978, 4.96526], [4.55968, 8.02241, 5.42043], [4.90199, 8.24514, 7.12878], [4.04868, 9.02463, 7.57765], [3.49791, 7.72450, 5.38506], [4.53964, 9.04588, 5.00575], [5.95959, 8.56265, 7.14219], [4.93367, 7.21628, 7.52584]], "lowdin_charge": [0.003, -0.537, 0.108, -0.014, -0.182, -0.138, -0.158, -0.170, -0.112, -0.312, 0.092, 0.051, -0.365, 0.548, -0.198, -0.283, -0.193, 0.101, 0.152, 0.063, 0.088, 0.087, 0.091, 0.125, 0.101, 0.116, 0.089, 0.098, 0.098, 0.090, 0.104, 0.114, 0.032, 0.021, 0.027, 0.042, -0.179, 0.020, 0.031, 0.042, 0.025, -0.006, -0.319, -0.310, 0.024, -0.544, 0.173, 0.082, 0.089, 0.097, 0.089, 0.157, -0.208, 0.112, -1.231, 0.061, 0.059, 0.060, 0.060, 0.020, -0.423, 0.040, 0.015, 0.066, 0.088, 0.086, 0.280, -0.537, -0.131, -0.783, 1.347, 0.742, -0.058, 0.037, 0.033, 0.035, -0.285, -0.296, 0.036, 0.140, 0.130, 0.126, 0.130], "total_charge": -1, "e_homo_ha": -0.215, "e_lumo_ev": -1.24}

{"formula": "C19H38F11GeMnN4O2SSbSi3", "method": "ωB97M-V/def2-TZVPD", "elements": ["Mn", "C", "C", "N", "O", "C", "C", "N", "O", "H", "H", "H", "H", "H", "H", "H", "S", "C", "N", "C", "C", "C", "N", "H", "H", "H", "H", "F", "Sb", "F", "F", "F", "F", "F", "C", "Si", "C", "C", "Ge", "Si", "C", "C", "C", "Si", "C", "C", "C", "H", "H", "H", "H", "H", "H", "H", "H", "H", "H", "H", "H", "H", "H", "H", "H", "H", "H", "H", "H", "H", "H", "H", "H", "H", "H", "H", "F", "C", "F", "C", "F", "F", "F"], "xyz": [[-1.48207, -1.49315, 1.11302], [-0.91935, -5.63530, 0.59503], [-0.91999, -4.14754, 0.54671], [-1.91620, -3.40331, 0.89129], [-3.04501, -4.05900, 1.33686], [0.24590, -3.37906, 0.06872], [1.45981, -4.02148, -0.51029], [0.09164, -2.09678, 0.19089], [1.01903, -1.29344, -0.31919], [-1.85323, -6.01211, 0.99780], [-0.09319, -5.97782, 1.21991], [-0.77109, -6.04194, -0.40706], [-3.66451, -3.34682, 1.55661], [1.28285, -4.35091, -1.53802], [1.74758, -4.89551, 0.07478], [2.28107, -3.30978, -0.51708], [-1.43502, 0.68602, 0.00792], [-2.13591, 2.19889, -0.28454], [-3.38813, 2.42379, 0.20066], [-4.02330, 3.59319, 0.04227], [-3.42720, 4.58734, -0.67986], [-2.15540, 4.29797, -1.18856], [-1.51670, 3.16406, -0.97530], [-3.85764, 1.64077, 0.68354], [-5.00011, 3.67429, 0.49913], [-3.91242, 5.53571, -0.84444], [-1.62852, 5.02315, -1.80178], [-3.25982, -1.15563, 2.03887], [-4.96555, -0.37496, 2.57586], [-4.81850, -1.32846, 4.16680], [-5.69092, -1.87193, 1.70975], [-5.02303, 0.50326, 0.86350], [-6.60776, 0.39138, 3.01522], [-4.00015, 1.09985, 3.19391], [2.69183, 1.98104, 2.19899], [1.58778, 2.63325, 0.85640], [2.52972, 3.90124, -0.15936], [0.12269, 3.48125, 1.66186], [1.09860, 0.90808, -0.81902], [3.33269, -0.26754, -0.78794], [3.51953, -1.34300, -2.32418], [4.59257, 1.13024, -1.01344], [3.77832, -1.19805, 0.77942], [0.09701, 0.46227, -3.00858], [1.40002, 0.70666, -4.31719], [-1.40642, 1.46376, -3.50806], [-0.50433, -1.30194, -2.91107], [3.30505, 2.80540, 2.57521], [3.35379, 1.19179, 1.84832], [2.10858, 1.58017, 3.02530], [2.69687, 4.80548, 0.43446], [1.97126, 4.19076, -1.05349], [3.49872, 3.52443, -0.47396], [0.47189, 4.06794, 2.51691], [-0.59756, 2.75338, 2.04236], [-0.38255, 4.16373, 0.98581], [3.85564, -0.73720, -3.16531], [2.58395, -1.82999, -2.59946], [4.27161, -2.12384, -2.17085], [4.29942, 1.77216, -1.84863], [5.59822, 0.75009, -1.22468], [4.66461, 1.74334, -0.11450], [2.89013, -1.51202, 1.32307], [4.37351, -0.57010, 1.44536], [4.37262, -2.08613, 0.54469], [1.55533, 1.77294, -4.49996], [1.09364, 0.24838, -5.26212], [2.34791, 0.26973, -4.02480], [-1.21959, 2.53603, -3.52719], [-2.24589, 1.26948, -2.83870], [-1.70946, 1.15932, -4.51451], [0.31613, -2.02000, -2.89353], [-1.14656, -1.52258, -3.76893], [-1.09511, -1.45230, -2.00867], [0.96671, -0.42123, 2.36326], [-0.31145, -0.84427, 2.64352], [-0.90295, 0.21804, 3.30174], [-0.14179, -1.94268, 3.70490], [0.73474, -2.86922, 3.27080], [-1.31894, -2.56960, 3.90107], [0.28430, -1.50340, 4.89173]], "mulliken_spin": [1.196, 0.000, -0.042, 0.047, 0.004, -0.003, -0.007, -0.144, 0.012, -0.001, -0.003, -0.003, 0.002, 0.000, 0.000, -0.001, 0.001, -0.001, 0.003, -0.001, 0.007, -0.002, 0.005, -0.003, 0.000, 0.001, 0.000, -0.002, -0.006, 0.000, 0.000, -0.001, 0.000, 0.000, 0.001, -0.002, 0.000, 0.001, -0.003, -0.001, 0.000, 0.000, -0.001, -0.001, -0.001, -0.001, -0.001, 0.000, 0.000, 0.000, 0.000, 0.000, 0.000, 0.000, -0.001, 0.000, 0.000, 0.000, 0.000, 0.000, 0.000, 0.000, 0.000, 0.000, 0.000, 0.000, 0.000, 0.000, 0.000, 0.000, 0.000, 0.000, 0.000, -0.002, -0.002, -0.042, 0.007, -0.006, -0.001, 0.001, -0.002], "s2": 1.2081, "e_homo_ha": [-0.269, -0.268], "spin_multiplicity": 2, "relative_energy_kcal_mol": 43.9, "e_lumo_ev": [-1.15, -1.15]}